Here is a 2-piece molecular cluster, C9H6BNO4 overall from the Open Molecules 2025 dataset. Energies are from wB97M-V/def2-TZVPD.

```
21
Properties=species:S:1:pos:R:3:forces:R:3
B -4.07146 0.97614 -0.80601 0.79 -0.55 1.19
C -0.47818 -2.58642 0.65383 -0.23 0.77 1.11
C 2.75601 1.35477 -0.57029 -1.69 1.46 -0.58
C 2.89035 -0.00698 -0.77299 0.59 0.19 -0.17
C 1.43884 1.82884 -0.23301 1.45 1.65 0.11
C 1.96180 -0.94071 -0.38601 -0.41 0.06 -0.17
C 0.48549 0.91972 0.17313 -0.93 -1.91 1.36
C 0.79528 -0.44610 0.15578 -0.71 -1.17 -0.47
C -0.86102 0.93698 0.90743 1.26 0.70 -0.69
C -0.34649 -1.26158 0.61942 0.12 1.18 0.64
N -0.45101 -3.74382 1.05560 -0.61 -1.43 -2.15
O -1.52523 1.85605 1.29515 -0.01 0.98 0.03
O -1.29033 -0.30065 1.18656 0.93 -2.19 -1.22
O -3.89112 1.45165 0.39649 -1.50 0.45 -0.29
O -4.16393 0.32934 -1.82348 -0.33 -0.03 -1.08
H 3.59617 2.05311 -0.86213 -1.35 -0.83 0.34
H 3.71304 -0.30373 -1.37211 1.02 -0.51 0.01
H 1.20200 2.92331 -0.29202 0.32 -1.17 0.32
H 2.08591 -2.00006 -0.57782 0.11 0.09 0.07
H -3.05269 1.49695 0.87808 0.57 0.22 0.14
H -0.79341 -4.53681 0.37439 0.62 2.03 1.50
```
Positions in Å, forces in eV/Å.

Output
Energy relative to the best compared isomer or geometry (same formula, charge and spin) = 0.0 kJ/mol
E_HOMO = -9.01 eV
Spin multiplicity = 1
Orbital gap = 8.6 eV
Net charge = 0
Lowest unoccupied orbital energy = -0.0143 Ha
SMILES string = N=C=C1OC(=O)c2ccccc21.O=BO